C39H40AsBrF4N9NaO3PS3SbSe4Si | ωB97M-V/def2-TZVPD

The value obtained for the orbital gap is 5.93 eV. Its total charge is -2. The energy above the lowest of the compared OMol25 structures with the same formula, charge and spin is 12.4 kcal per mole. Its HOMO energy is -3.1 eV. The molecular weight is 1529.5 Da. The calculation puts the LUMO energy at 0.10375 Ha.

Structure (XYZ):
```
108
C39H40AsBrF4N9NaO3PS3SbSe4Si | the Open Molecules 2025 dataset | ωB97M-V/def2-TZVPD
Na -0.687 0.165 -0.510
F -6.739 -4.270 1.986
C -5.634 -3.512 2.066
C -4.782 -3.631 3.145
F -5.068 -4.501 4.126
C -3.647 -2.833 3.222
F -2.915 -2.971 4.343
C -3.306 -1.922 2.238
P -1.807 -0.796 2.215
C -2.631 0.594 3.087
C -2.729 1.820 2.448
C -3.405 2.878 3.042
C -3.985 2.712 4.286
C -3.877 1.489 4.945
C -3.204 0.439 4.351
C -0.690 -1.509 3.467
C -0.267 -2.824 3.285
C 0.673 -3.386 4.130
C 1.223 -2.621 5.154
C 0.834 -1.300 5.315
C -0.125 -0.745 4.478
C -4.195 -1.818 1.158
Br -3.924 -0.597 -0.269
C -5.340 -2.589 1.073
F -6.194 -2.483 0.050
H -2.246 1.972 1.487
H -3.432 3.837 2.544
H -4.492 3.539 4.762
H -4.309 1.362 5.929
H -3.116 -0.507 4.873
H -0.669 -3.416 2.469
H 0.994 -4.407 3.976
H 1.972 -3.048 5.807
H 1.291 -0.676 6.070
H -0.374 0.306 4.588
C 4.858 -0.759 4.247
Si 4.895 -2.150 3.016
C 5.096 -3.755 3.973
C 6.361 -1.933 1.877
C 3.364 -2.391 1.924
C 3.218 -3.643 1.353
C 2.118 -3.953 0.561
C 1.189 -2.957 0.362
N 1.293 -1.727 0.860
C 2.345 -1.456 1.619
S 2.525 0.138 2.337
H 5.760 -0.847 4.859
H 3.990 -0.809 4.904
H 4.853 0.230 3.797
H 5.868 -3.651 4.736
H 5.372 -4.595 3.338
H 4.159 -4.005 4.472
H 7.299 -1.972 2.432
H 6.304 -0.963 1.382
H 6.385 -2.704 1.106
H 3.965 -4.406 1.534
H 1.991 -4.926 0.112
H 0.307 -3.153 -0.232
C -3.237 1.867 -6.360
As -2.052 1.339 -4.938
C -0.644 0.372 -5.824
C -1.204 2.983 -4.403
S -3.004 0.215 -3.475
H -2.695 2.436 -7.115
H -4.037 2.472 -5.932
H -3.663 0.966 -6.800
H -0.335 0.899 -6.725
H -1.013 -0.623 -6.071
H 0.196 0.277 -5.137
H -0.850 3.495 -5.297
H -0.367 2.756 -3.743
H -1.919 3.609 -3.867
O 1.914 -7.246 -7.093
S 0.948 -6.281 -7.593
O -0.323 -6.279 -6.901
O 0.857 -6.203 -9.037
C 1.728 -4.701 -7.119
N 2.725 -4.263 -7.895
C 3.300 -3.131 -7.523
C 2.908 -2.412 -6.407
C 1.867 -2.953 -5.670
N 1.281 -4.091 -6.026
C 1.308 -2.288 -4.455
C 0.128 -2.756 -3.893
C -0.397 -2.099 -2.795
N 0.168 -1.031 -2.231
C 1.309 -0.597 -2.762
C 1.913 -1.188 -3.858
H 4.112 -2.773 -8.148
H 3.391 -1.483 -6.151
H -0.362 -3.617 -4.327
H -1.333 -2.428 -2.364
H 1.769 0.256 -2.277
H 2.846 -0.785 -4.220
Se -0.638 4.771 2.739
Sb 1.459 3.542 2.861
Se 2.111 2.714 5.027
Se 3.169 4.248 1.285
Se 0.732 1.221 1.631
N 0.370 5.301 -0.452
N -0.492 4.244 -0.695
N -1.796 4.385 -0.751
C -2.168 3.143 -1.042
N -1.132 2.312 -1.154
N -0.054 3.055 -0.922
H -0.056 5.777 0.354
H 1.227 4.870 -0.081
H -3.191 2.842 -1.174
```